Entry 1:
Computed, not measured: 2 unconnected molecules or ions with the total composition C3H8NO, with ωB97M-V with the def2-TZVPD basis set.

```
13
Properties=species:S:1:pos:R:3
C 1.552 1.542 -0.049
C 1.524 0.277 0.458
N 1.021 -0.797 -0.166
H 1.132 1.765 -1.023
H 2.037 2.360 0.462
H 2.037 0.135 1.410
H -0.489 -1.148 -0.872
H 1.664 -1.577 -0.025
C -2.107 -0.488 0.005
O -1.463 -1.184 -1.031
H -2.351 0.542 -0.303
H -3.063 -0.970 0.216
H -1.494 -0.457 0.916
```

For the HOMO-LUMO gap (spin up / spin down), the calculation gives 10.2 / 7.6 eV. The energy above the lowest of the compared OMol25 structures with the same formula, charge and spin is 12.9 kcal per mole. The LUMO energy (spin up / spin down) comes out at 0.033 / -0.062 Ha. The multiplicity is 2. As for the total charge: 0.


Entry 2:
Computed, not measured: 2 unconnected molecules or ions with the total composition C5H9NO, with ωB97M-V with the def2-TZVPD basis set.

```
16
Properties=species:S:1:pos:R:3
C 1.182 2.375 -0.099
C 0.633 1.420 -0.598
C -1.532 0.072 0.845
C -0.801 -0.636 -0.195
C 0.183 0.174 -0.984
N 1.713 -1.806 0.222
O 1.966 -1.001 -0.700
H 1.744 3.241 -0.131
H -2.459 -0.430 1.369
H -1.845 1.084 0.514
H -0.909 0.325 1.686
H -0.127 -1.338 0.351
H -1.449 -1.312 -0.835
H 0.232 -0.032 -2.013
H 1.262 -2.689 0.006
H 2.267 -1.692 1.121
```

For the HOMO-LUMO gap (spin up / spin down), the calculation gives 7.9 / 8.4 eV. The energy above the lowest of the compared OMol25 structures with the same formula, charge and spin is 164.5 kcal per mole. The LUMO energy (spin up / spin down) comes out at 0.018 / 0.012 Ha. The multiplicity is 1. As for the total charge: 0.


Entry 3:
Computed, not measured: a molecular structure, C38H28N6O5S2SnTe, with ωB97M-V with the def2-TZVPD basis set.

```
81
Properties=species:S:1:pos:R:3
Sn -0.805 1.073 0.088
C -2.653 3.416 3.706
C -1.578 4.001 4.353
C -0.317 3.880 3.798
C -0.131 3.134 2.636
C -1.195 2.490 1.965
C -2.455 2.689 2.541
C 1.223 3.035 2.050
C 1.941 4.200 1.699
C 3.083 4.089 0.964
C 3.533 2.806 0.581
C 4.620 2.593 -0.292
C 4.965 1.326 -0.674
C 4.253 0.218 -0.183
C 3.197 0.391 0.670
C 2.801 1.690 1.050
N 1.675 1.829 1.794
H -3.654 3.527 4.110
H -1.723 4.550 5.277
H 0.542 4.332 4.285
H -3.320 2.249 2.055
H 1.528 5.163 1.965
H 3.613 4.961 0.608
H 5.135 3.454 -0.695
H 5.757 1.172 -1.393
H 4.523 -0.778 -0.512
H 2.601 -0.443 1.010
O 4.156 3.067 -3.680
C 3.021 2.835 -3.280
C 2.280 3.626 -2.256
O 2.553 4.771 -1.893
C 1.193 2.765 -1.784
C 1.052 1.678 -2.717
O 0.134 0.806 -2.658
C 2.149 1.698 -3.675
O 2.334 0.901 -4.597
O 0.500 2.931 -0.732
N 1.747 -2.551 3.034
C 1.755 -3.412 2.009
N 1.558 -3.085 0.780
C 1.569 -4.151 -0.073
C 1.795 -5.355 0.520
S 1.997 -5.172 2.233
C 1.383 -3.896 -1.498
C 1.563 -4.805 -2.490
S 1.337 -4.085 -4.040
C 0.990 -2.507 -3.203
N 1.052 -2.620 -1.910
N 0.651 -1.446 -3.929
H 1.796 -1.544 2.761
H 2.141 -2.835 3.912
H 1.846 -6.332 0.078
H 1.827 -5.844 -2.409
H 0.899 -1.412 -4.900
H 0.450 -0.503 -3.448
C -3.446 -4.011 4.105
C -3.043 -2.859 3.231
C -2.904 -2.988 1.856
C -2.509 -1.890 1.111
N -2.289 -0.697 1.638
C -2.422 -0.564 2.952
C -2.780 -1.610 3.784
H -3.536 -4.928 3.524
H -4.405 -3.801 4.582
H -2.702 -4.156 4.890
H -3.088 -3.939 1.373
H -2.341 -1.971 0.046
H -2.220 0.426 3.333
H -2.846 -1.464 4.855
Te -3.271 1.983 -0.947
C -3.390 0.766 -2.681
C -3.140 -0.600 -2.611
C -3.293 -1.418 -3.716
C -3.699 -0.882 -4.929
C -3.922 0.484 -5.023
C -3.766 1.295 -3.911
H -2.802 -1.019 -1.675
H -3.102 -2.481 -3.630
H -3.829 -1.518 -5.796
H -4.222 0.914 -5.971
H -3.922 2.362 -4.002
```

For the HOMO-LUMO gap, the calculation gives 4.7 eV. The energy above the lowest of the compared OMol25 structures with the same formula, charge and spin is 11.0 kcal per mole. The LUMO energy comes out at 0.126 Ha. The multiplicity is 1. As for the total charge: -2.